{
  "formula": "C20H44NO10S5",
  "method": "ωB97M-V with the def2-TZVPD basis set",
  "homo_lumo_gap_ev": 10.446,
  "charge": 1,
  "multiplicity": 1,
  "de_lowest_ev": 2.491,
  "mol_weight_da": 618.90,
  "largest_force_ev_per_a": 9.92,
  "elements": ["N", "H", "H", "H", "H", "C", "C", "C", "S", "O", "O", "C", "H", "H", "H", "H", "H", "H", "H", "H", "C", "C", "C", "S", "O", "O", "C", "H", "H", "H", "H", "H", "H", "H", "H", "C", "C", "C", "S", "O", "O", "C", "H", "H", "H", "H", "H", "H", "H", "H", "C", "C", "C", "S", "O", "O", "C", "H", "H", "H", "H", "H", "H", "H", "H", "C", "C", "C", "S", "O", "O", "C", "H", "H", "H", "H", "H", "H", "H", "H"],
  "positions_angstrom": [[-0.18, 0.60, -2.21], [-0.64, 1.39, -2.66], [-0.88, -0.19, -1.94], [0.22, 0.83, -1.43], [0.37, 0.00, -2.79], [0.81, -5.26, -0.87], [2.10, -5.13, -1.74], [2.22, -3.69, -1.98], [1.68, -2.95, -0.49], [0.63, -1.86, -0.85], [2.79, -2.66, 0.37], [0.82, -4.28, 0.20], [0.96, -6.33, -0.84], [0.08, -5.25, -1.76], [1.95, -5.64, -2.67], [3.10, -5.31, -1.27], [1.41, -3.27, -2.57], [3.19, -3.27, -2.13], [-0.26, -4.09, 0.48], [1.40, -4.54, 0.99], [-2.19, 5.69, 1.63], [-3.08, 4.49, 1.13], [-3.07, 4.67, -0.26], [-1.40, 4.77, -0.80], [-1.24, 5.63, -1.84], [-0.89, 3.35, -0.75], [-0.95, 5.55, 0.71], [-2.19, 5.72, 2.77], [-2.83, 6.62, 1.54], [-4.00, 4.68, 1.68], [-2.69, 3.42, 1.37], [-3.76, 5.54, -0.60], [-3.62, 3.85, -0.68], [-0.80, 6.64, 0.66], [-0.05, 5.25, 1.34], [5.96, 2.07, -2.66], [5.70, 2.82, -1.28], [4.21, 2.47, -0.93], [3.93, 0.85, -1.48], [2.68, 0.89, -2.22], [3.99, -0.16, -0.43], [5.41, 0.75, -2.44], [6.96, 1.90, -2.97], [5.39, 2.73, -3.51], [5.79, 4.02, -1.34], [6.39, 2.57, -0.46], [3.32, 3.03, -1.55], [3.96, 2.85, 0.08], [5.32, 0.04, -3.49], [6.02, 0.11, -1.96], [-1.03, -0.96, 3.87], [-0.82, 0.45, 4.14], [-0.85, 1.34, 2.82], [-0.32, 0.19, 1.59], [0.98, 0.51, 1.03], [-1.29, -0.07, 0.61], [-0.24, -1.38, 2.67], [-2.07, -1.17, 3.80], [-0.54, -1.69, 4.59], [0.20, 0.63, 4.56], [-1.70, 0.87, 4.65], [-0.17, 2.12, 2.66], [-1.76, 1.57, 2.40], [0.80, -1.67, 2.63], [-0.76, -1.98, 2.23], [-3.10, -3.65, 0.77], [-3.85, -2.49, 1.32], [-4.73, -2.01, 0.13], [-3.74, -2.22, -1.32], [-3.04, -1.04, -1.77], [-4.49, -3.14, -2.22], [-2.48, -3.24, -0.51], [-3.77, -4.45, 0.58], [-2.43, -3.83, 1.58], [-3.40, -1.56, 1.38], [-4.74, -2.56, 2.12], [-5.11, -1.06, 0.27], [-5.61, -2.69, 0.05], [-1.66, -2.63, -0.42], [-2.33, -4.08, -1.30]]
}

---

{
  "formula": "C20H44O10S2",
  "method": "ωB97M-V with the def2-TZVPD basis set",
  "homo_lumo_gap_ev": 9.374,
  "multiplicity": 1,
  "mol_weight_da": 508.70,
  "largest_force_ev_per_a": 1.97,
  "elements": ["C", "S", "O", "C", "H", "H", "H", "H", "H", "H", "C", "S", "O", "C", "H", "H", "H", "H", "H", "H", "O", "C", "O", "C", "C", "C", "H", "H", "H", "H", "H", "H", "H", "H", "O", "C", "O", "C", "C", "C", "H", "H", "H", "H", "H", "H", "H", "H", "O", "C", "O", "C", "C", "C", "H", "H", "H", "H", "H", "H", "H", "H", "O", "C", "O", "C", "C", "C", "H", "H", "H", "H", "H", "H", "H", "H"],
  "positions_angstrom": [[-42.05, 1.89, -27.73], [-40.25, 1.83, -27.58], [-39.85, 2.05, -26.15], [-40.04, 0.06, -27.84], [-42.50, 1.42, -26.85], [-42.32, 1.32, -28.61], [-42.38, 2.92, -27.78], [-40.36, -0.42, -26.92], [-39.01, -0.19, -28.07], [-40.64, -0.24, -28.70], [-38.75, -3.97, -31.35], [-38.86, -3.74, -29.52], [-37.87, -2.72, -29.06], [-40.53, -2.99, -29.54], [-39.04, -3.08, -31.91], [-39.27, -4.85, -31.69], [-37.69, -4.09, -31.60], [-40.97, -2.71, -28.58], [-41.25, -3.63, -30.04], [-40.50, -2.05, -30.09], [-43.37, 3.97, -22.61], [-43.18, 3.82, -23.78], [-41.97, 3.85, -24.37], [-40.77, 4.03, -23.63], [-40.40, 2.94, -22.65], [-44.27, 3.61, -24.80], [-40.83, 4.98, -23.09], [-39.96, 4.08, -24.35], [-39.42, 3.15, -22.24], [-40.47, 1.91, -23.00], [-41.14, 2.88, -21.85], [-44.99, 4.42, -24.66], [-44.77, 2.66, -24.59], [-43.94, 3.64, -25.83], [-32.99, 1.18, -29.60], [-33.17, 1.48, -28.45], [-34.29, 1.22, -27.76], [-35.36, 0.57, -28.46], [-36.21, -0.11, -27.40], [-32.21, 2.30, -27.62], [-34.95, -0.23, -29.08], [-35.98, 1.23, -29.06], [-36.63, 0.62, -26.71], [-35.67, -0.83, -26.78], [-37.03, -0.68, -27.84], [-32.56, 3.32, -27.49], [-31.29, 2.27, -28.20], [-32.03, 1.92, -26.61], [-39.14, -0.50, -22.44], [-39.09, -0.32, -23.64], [-40.01, -0.79, -24.49], [-41.01, -1.62, -23.92], [-41.78, -2.34, -25.02], [-37.99, 0.48, -24.25], [-41.71, -1.02, -23.33], [-40.58, -2.34, -23.22], [-42.05, -1.69, -25.85], [-42.65, -2.79, -24.56], [-41.20, -3.18, -25.42], [-38.32, 1.39, -24.76], [-37.62, -0.11, -25.10], [-37.22, 0.71, -23.52], [-36.48, 5.78, -30.10], [-36.05, 4.68, -29.87], [-36.09, 4.05, -28.68], [-36.55, 4.78, -27.54], [-38.07, 4.75, -27.44], [-35.40, 3.83, -30.92], [-36.09, 5.77, -27.45], [-36.06, 4.22, -26.74], [-38.54, 4.51, -28.39], [-38.47, 5.75, -27.23], [-38.43, 4.15, -26.61], [-35.27, 4.45, -31.80], [-35.99, 2.94, -31.14], [-34.45, 3.50, -30.50]]
}

---

{
  "formula": "C20H45BF4N5O5",
  "method": "ωB97M-V with the def2-TZVPD basis set",
  "homo_lumo_gap_ev": 9.741,
  "charge": -1,
  "multiplicity": 1,
  "de_lowest_ev": 3.196,
  "mol_weight_da": 522.41,
  "largest_force_ev_per_a": 11.29,
  "elements": ["B", "F", "F", "F", "F", "C", "C", "N", "H", "H", "H", "C", "C", "N", "H", "H", "H", "C", "C", "N", "H", "H", "H", "C", "C", "N", "H", "H", "H", "C", "C", "N", "H", "H", "H", "C", "C", "O", "H", "H", "H", "H", "H", "H", "C", "C", "O", "H", "H", "H", "H", "H", "H", "C", "C", "O", "H", "H", "H", "H", "H", "H", "C", "C", "O", "H", "H", "H", "H", "H", "H", "C", "C", "O", "H", "H", "H", "H", "H", "H"],
  "positions_angstrom": [[62.85, 37.62, 65.39], [63.93, 37.63, 64.58], [63.34, 37.37, 66.69], [62.17, 38.82, 65.33], [61.96, 36.72, 64.98], [60.84, 34.07, 63.64], [61.68, 33.83, 62.42], [62.29, 33.57, 61.51], [61.27, 33.93, 64.59], [60.45, 34.95, 63.91], [59.92, 33.36, 63.60], [66.03, 39.07, 67.45], [67.54, 38.79, 67.58], [68.70, 38.61, 67.84], [65.73, 39.96, 67.72], [65.98, 38.89, 66.42], [65.44, 38.24, 68.06], [60.54, 39.06, 68.18], [59.49, 39.46, 69.11], [58.58, 39.72, 69.83], [60.89, 39.78, 67.34], [61.46, 38.77, 68.61], [60.04, 38.16, 67.38], [62.44, 36.88, 61.57], [63.22, 36.60, 60.29], [63.99, 36.32, 59.46], [61.58, 36.52, 61.46], [62.86, 36.34, 62.52], [62.33, 38.08, 61.94], [62.98, 36.70, 70.18], [63.58, 35.82, 71.28], [64.10, 35.19, 72.15], [63.79, 36.91, 69.52], [62.37, 36.13, 69.47], [62.42, 37.61, 70.66], [58.47, 38.67, 62.24], [59.38, 38.20, 63.41], [60.46, 39.10, 63.30], [58.46, 39.72, 62.50], [57.50, 38.01, 62.25], [59.22, 38.54, 61.30], [59.71, 37.22, 63.21], [58.85, 38.50, 64.39], [60.92, 38.99, 64.06], [64.73, 42.99, 66.07], [64.34, 41.70, 65.40], [63.74, 40.82, 66.29], [63.94, 43.63, 66.64], [65.44, 43.52, 65.42], [65.50, 42.82, 66.96], [65.23, 41.22, 65.22], [63.60, 41.87, 64.43], [63.36, 39.97, 65.76], [60.36, 34.82, 67.38], [58.90, 34.92, 67.35], [58.27, 35.38, 68.63], [60.72, 35.01, 66.31], [60.61, 33.92, 68.02], [60.97, 35.57, 67.89], [58.32, 34.00, 67.11], [58.73, 35.69, 66.70], [57.33, 35.18, 68.41], [65.86, 33.56, 67.03], [65.14, 34.90, 66.95], [63.90, 34.91, 67.61], [65.60, 33.23, 68.12], [66.95, 33.78, 66.52], [65.45, 32.96, 66.43], [64.94, 35.11, 65.93], [65.83, 35.53, 67.25], [63.42, 35.59, 67.53], [66.21, 40.62, 61.70], [65.37, 39.37, 62.23], [65.85, 39.05, 63.46], [67.21, 40.40, 61.93], [65.85, 41.59, 62.30], [65.89, 41.01, 60.82], [65.70, 38.56, 61.59], [64.36, 39.61, 62.08], [65.18, 38.75, 63.95]]
}